# C42H61N11O3

A cluster of 6 separate species, C42H61N11O3 in total (the ωB97M-V functional and the def2-TZVPD basis, the OMol25 dataset).

```
117
Properties=species:S:1:pos:R:3:forces:R:3
H 12.438 -5.898 -14.132 0.0768 -0.2378 -0.3388
H 12.939 -10.225 -9.047 0.3314 0.2323 0.3808
H 17.853 -6.873 -10.603 -0.2394 0.0678 -0.0737
H 14.477 -5.762 -17.242 0.4157 -0.0349 0.0784
H 15.846 -12.086 -4.907 0.7502 0.2808 0.4032
C 9.836 -2.075 -6.733 0.7562 -0.6720 -1.5379
H 13.166 -11.935 -8.850 -0.0394 -0.1757 0.4604
H 10.683 -4.119 -9.412 0.5106 0.7692 -0.1617
N 20.481 -9.783 -4.192 -2.2572 -0.0038 -0.3152
C 15.798 -11.336 -5.683 -1.6331 -1.4718 -0.7897
C 12.860 -6.846 -13.831 1.8153 -1.1585 -0.3402
H 14.205 -1.411 -5.389 -0.5541 -0.0368 0.6854
C 14.208 -3.144 -10.899 0.7306 0.8582 0.5473
H 18.275 -7.222 -13.632 0.1289 -0.2222 0.0690
C 9.349 0.328 -7.211 -0.5377 -0.6876 1.7282
C 18.055 -10.192 -5.393 -1.7904 -0.4229 1.2017
C 19.142 -9.932 -6.165 0.1829 -0.3604 -0.5342
H 14.214 -3.520 -2.749 0.3650 0.0364 0.2418
C 21.817 -9.652 -3.638 0.1285 0.3150 -0.2357
H 17.337 -10.502 -3.357 -0.1016 0.1053 -0.0147
C 10.408 -2.384 -8.004 -0.6187 -0.4668 0.3267
H 9.454 3.934 -6.049 0.3090 0.3761 0.3088
H 8.796 -6.143 -8.496 0.1139 -0.4447 -0.5166
H 10.748 -1.548 -8.596 0.2287 -0.2869 -0.3515
H 11.801 -5.956 -11.432 -0.2133 -0.0152 0.4209
N 13.365 -6.597 -8.033 -2.5277 -1.6054 -0.1390
C 13.622 -2.067 -6.036 0.8710 -0.9310 -0.0031
C 9.338 -3.133 -6.017 -0.6862 -1.3243 0.3841
H 9.020 0.130 -8.220 0.0652 -0.3265 0.0228
H 11.764 -7.570 -10.674 0.2437 -0.0163 -0.2616
H 16.872 -3.317 -1.334 0.4527 0.2956 -0.6431
H 10.616 -7.139 -11.984 0.0571 -0.2087 -0.0013
H 14.704 -2.364 -10.322 -0.1364 0.0190 0.1959
C 9.756 -0.667 -6.273 0.3806 -0.0185 -1.2678
C 13.555 -3.552 -5.457 -2.3671 2.2455 -0.0834
H 13.901 -12.298 -6.215 0.1292 -0.2054 0.0932
H 14.209 -7.917 -16.542 -0.4808 -0.1794 0.1241
C 9.169 1.615 -6.740 1.0996 0.0177 -1.0148
C 9.337 -4.460 -6.533 -0.3363 2.5461 1.7274
H 8.883 2.436 -7.380 -0.3236 -0.0779 -0.1340
C 14.382 -5.828 -16.158 0.2265 -0.1419 -0.1770
C 14.643 -11.552 -6.458 0.5583 0.5136 1.0457
H 14.928 -9.425 -13.895 -0.1876 0.0632 -0.2847
C 9.529 3.375 -5.116 -1.0027 -0.0857 -0.8576
H 17.643 -4.714 -13.686 0.1329 0.5405 0.0500
N 9.899 -4.686 -7.689 0.4213 -0.0575 -0.1917
N 14.744 -3.904 -4.788 2.3729 -2.3635 1.4646
H 17.066 -8.788 -7.458 -0.0205 0.0136 -0.0172
C 14.969 -3.864 -3.440 1.7359 0.0734 -1.1732
H 8.822 -5.264 -6.028 0.1884 -0.1224 0.0889
N 15.344 -3.908 -11.511 0.1712 -2.6184 1.0517
N 16.276 -4.272 -3.207 -2.2493 1.4022 0.2179
O 12.957 -5.753 -8.780 -1.1870 4.1021 -3.0851
H 18.112 -4.514 -2.043 -0.1324 0.6607 -0.4626
H 10.409 3.645 -4.532 -0.4488 0.0184 0.1168
H 15.153 -5.223 -15.680 -0.2326 0.2843 -0.0750
C 17.985 -6.477 -11.610 0.2643 -0.7348 -0.3210
N 12.602 -7.381 -12.607 2.3768 -2.2007 -2.9466
C 15.840 -4.533 -5.391 -0.5012 1.3498 0.3205
O 14.496 -6.600 -7.685 4.7176 -0.2340 1.6979
H 13.384 -5.420 -16.000 0.0413 -0.0848 0.2957
H 13.562 -2.594 -11.583 0.4948 -0.4533 -0.7608
C 15.929 -5.068 -11.028 0.3276 0.8561 -0.5849
C 14.176 -8.679 -13.684 -1.9421 1.4923 1.3810
H 8.843 -2.949 -5.076 -0.0773 -0.1551 0.1278
H 14.255 -1.968 -6.918 -0.2118 -0.6339 -0.4406
C 16.768 -4.631 -4.421 1.5086 -1.2143 0.1613
H 16.662 -5.002 -1.262 -0.1313 -0.1911 -0.1216
H 21.277 -9.661 -6.035 -0.0881 -0.0621 -0.3611
C 16.996 -4.536 -12.841 -0.2391 1.4572 -1.2435
C 10.409 -3.701 -8.455 -0.1460 0.6051 0.2754
H 22.143 -10.687 -3.531 0.5375 0.3302 0.7636
H 10.001 -6.765 -7.387 0.3475 0.1891 -0.1647
H 13.530 -3.672 -10.228 0.6579 -0.7976 -0.1260
H 12.235 -10.958 -7.607 0.1312 -0.2706 -0.0916
N 14.355 -10.768 -7.489 -0.3968 0.8157 -1.2710
C 17.882 -7.571 -12.677 0.0460 0.1932 0.5765
C 14.541 -7.283 -15.720 0.4704 0.4635 -2.7277
N 9.590 1.971 -5.543 1.3209 -2.3971 3.0414
C 16.734 -10.396 -6.066 0.1932 0.0588 0.6068
H 19.496 -9.998 -2.312 0.3871 0.1622 0.0242
H 10.563 -0.991 -4.210 -0.0898 -0.4252 -0.3168
H 14.891 -9.270 -8.748 0.2695 0.5216 0.3042
H 12.800 -3.603 -4.672 -0.2812 0.4427 0.0415
H 15.864 -4.784 -6.442 -0.0696 0.0990 0.1535
H 21.697 -9.003 -2.770 0.6173 -0.5966 0.3051
H 13.164 -4.295 -6.152 0.8292 -0.0649 -0.3797
C 16.016 -3.555 -12.631 0.8021 -1.2188 -0.7989
H 22.426 -9.139 -4.381 0.1291 -0.1043 0.2238
C 13.392 -8.540 -12.527 0.2286 0.2053 -1.2264
C 11.631 -7.018 -11.605 -0.5637 1.2375 -0.2121
C 16.412 -9.582 -7.132 -1.8291 0.3381 -1.6585
C 10.035 1.008 -4.609 -0.0521 -0.0779 -2.2170
C 10.184 -0.343 -4.986 -1.1621 2.6821 0.1989
O 12.559 -7.457 -7.700 -0.7671 -2.1380 1.2011
H 15.578 -5.547 -10.126 0.2051 -0.1037 0.0391
H 16.846 -7.881 -12.816 -0.0340 -0.0335 0.0814
N 13.850 -7.605 -14.538 -3.0049 0.1706 5.7034
C 9.839 -6.051 -8.194 -0.7882 -0.5163 -0.3481
H 19.068 -9.972 -7.242 0.2922 0.1450 -0.0184
C 15.193 -9.762 -7.835 1.0153 -0.8400 0.6136
C 13.079 -11.001 -8.295 0.5652 0.1611 0.2132
H 18.976 -6.024 -11.637 -0.0770 0.1349 -0.0001
C 19.392 -9.960 -3.387 -0.2072 -0.7906 -1.3360
C 18.173 -10.249 -3.992 0.5011 0.3734 -0.0758
H 10.339 1.310 -3.617 -0.1503 0.5618 -0.0853
H 8.536 3.409 -4.668 0.3586 0.7871 0.7472
C 20.333 -9.799 -5.530 1.7909 0.5379 0.4606
H 10.566 -6.172 -8.997 -0.2144 -0.1234 0.2830
H 18.451 -8.412 -12.282 0.0970 -0.1004 -0.5106
H 13.181 -9.198 -11.698 0.4853 -0.1057 -0.1555
H 15.582 -7.593 -15.628 0.0954 0.3302 0.3588
H 17.770 -5.033 -4.450 -0.0651 0.1122 -0.2668
N 17.000 -5.439 -11.837 -3.6873 2.3276 1.9584
H 15.656 -2.711 -13.200 0.4898 -0.0858 -0.2375
H 12.656 -1.628 -6.284 0.0122 -0.2183 0.2750
C 17.070 -4.224 -1.907 -1.4755 -1.0251 0.2172
```
Forces are in eV/Å.

Calculated values
Charge: +6
HOMO (eV): -20.94
Gap between HOMO and LUMO (hartree): 0.2818
Molar mass (u): 768.0
Total energy (hartree): -2462.581001
Energy above the lowest of the compared OMol25 structures with the same formula, charge and spin (kcal per mole): 89.25

# C42H61O18P

A cluster of 9 separate species, C42H61O18P in total (the ωB97M-V functional and the def2-TZVPD basis, the OMol25 dataset).

```
122
Properties=species:S:1:pos:R:3:forces:R:3
H 0.147 2.127 4.130 0.1531 0.0922 -0.0161
C 2.855 1.730 -5.451 -0.0057 -0.3694 -0.2951
C 5.367 8.777 -0.398 -0.1364 -0.0036 -0.0030
C 4.512 2.884 1.689 -0.0135 -0.1701 0.0447
O 1.520 1.883 0.104 0.0909 -0.1908 0.0105
C 1.658 0.789 -7.263 -0.0738 -0.1673 0.0427
H 3.814 1.690 -4.946 -0.0254 0.1792 0.1217
H 3.051 -3.532 -0.873 -0.0418 0.1494 0.1200
H 4.837 9.688 -0.671 0.0155 0.0243 0.0683
H 1.873 -0.244 -5.342 -0.0607 0.0441 -0.0203
H -0.557 0.904 0.297 -0.2264 -0.0044 -0.3545
H -2.195 3.573 5.421 -0.0136 -0.0131 -0.0035
C -6.278 -1.181 3.113 -0.1952 -0.1218 -0.4185
H 7.023 5.230 -3.092 -0.0252 0.0185 0.0140
O 3.323 5.246 -1.796 0.0220 -0.0907 -0.0082
O -9.181 -2.396 1.579 -0.1374 0.0889 -0.0292
C 4.454 7.613 -0.015 0.5330 0.4126 -0.3021
H 6.060 4.580 -5.256 0.0254 0.0063 0.0212
C -9.592 -2.996 2.529 0.2854 -0.1342 -0.0581
H -10.258 -5.524 4.579 0.0336 0.0516 0.0429
P -2.740 -0.162 0.354 -0.4458 1.6338 -1.7038
H -8.452 -4.694 3.131 0.0377 0.0013 -0.0892
O 0.773 -7.232 -3.383 -0.0676 -0.1619 0.0217
H -0.983 -9.330 -4.461 -0.0709 -0.0184 0.0651
C -1.716 2.642 5.110 -0.1525 -0.0336 -0.1283
H 1.792 -5.813 -1.737 -0.0284 0.0941 -0.0244
C -5.489 0.108 1.254 -0.2611 0.3884 -0.5082
C 0.343 -4.024 0.647 -0.2842 -0.1912 -0.1140
H -2.882 -0.912 3.253 0.1303 0.1010 0.2106
C 0.363 -5.313 -0.146 0.4284 0.0374 0.0489
C -10.499 -3.345 4.601 -0.0601 -0.1301 0.1266
C 2.426 2.153 0.845 -0.1115 0.3993 -0.1018
H 1.572 -3.369 -1.835 -0.0366 -0.0085 0.0120
C 6.370 4.354 -3.095 0.0963 -0.0624 -0.1764
C -2.556 -1.940 -0.127 -0.9383 0.2357 1.3428
O 1.504 3.031 6.500 0.0361 0.0398 0.1909
H -7.374 -1.130 1.300 -0.1766 0.2373 -0.0605
H -2.268 2.245 4.260 -0.0562 -0.0757 0.0781
H 2.476 -5.722 -0.115 0.0090 0.0383 0.0103
C -4.074 -0.240 1.630 1.1689 -0.5043 0.1738
C 1.449 -7.831 -4.505 0.1315 -0.0443 -0.1273
C -3.857 -0.627 2.888 -0.5996 0.2368 -0.0848
O 2.271 2.011 -7.710 0.0457 -0.0659 -0.0227
C 0.403 2.702 6.172 0.1227 -0.1543 -0.2375
H -2.105 -2.466 0.703 0.5077 -0.3235 -0.1768
H -3.975 -3.312 -1.012 -0.1596 -0.0809 -0.1177
H -4.298 -2.949 0.666 -0.1852 0.0175 0.1740
H -11.458 -3.106 5.054 0.0137 0.1645 -0.0604
H 4.181 7.002 -0.869 -0.2340 -0.0816 0.3054
O 5.136 5.714 1.332 0.3200 0.1926 0.1084
H 3.335 -0.180 -6.324 -0.0153 -0.0067 -0.0218
C -6.513 -0.802 1.860 0.5009 0.0034 0.2194
H 2.505 -7.578 -4.458 -0.0402 0.1464 0.0911
H 4.495 6.177 -4.252 -0.1107 0.0235 0.0097
H -0.065 3.881 4.429 0.2934 -0.0822 -0.0865
H 5.755 9.572 1.600 -0.0249 -0.0194 0.0035
H 0.738 -0.226 1.757 0.1802 -0.0314 0.0711
H 5.047 3.712 2.128 0.0015 0.0597 0.0780
H 2.095 2.137 -4.783 0.0675 0.0610 0.0456
C -1.174 0.495 1.089 0.3175 -1.6815 1.1191
H 5.235 2.253 1.167 -0.0232 -0.0252 0.0165
C -0.203 -8.069 -2.931 -0.3521 -0.1781 -0.1458
C -9.469 -4.483 2.798 -0.4844 -0.0487 0.2318
H 0.230 -6.169 0.508 -0.2880 0.0251 -0.0114
O -0.964 -7.777 -2.059 0.1975 0.2576 0.1034
H -6.943 -1.854 3.629 -0.1465 0.1575 0.3595
O -5.046 -0.298 4.945 0.1453 -0.4008 -0.2898
O 2.676 1.439 1.969 -0.0031 -0.0378 -0.0009
C -0.246 2.882 4.815 -0.3485 0.1312 0.0725
H -2.504 1.770 6.952 0.1147 -0.0179 0.1461
O -0.450 2.051 7.002 -0.0231 0.0777 -0.0314
H 1.711 0.053 -8.061 0.0241 0.1302 -0.1171
C -10.495 -4.701 3.908 0.0783 -0.1069 -0.0541
H -0.368 -1.561 1.560 -0.2087 0.2458 0.1825
C 1.740 -5.280 -0.791 0.0933 -0.1560 -0.0820
H 2.918 4.222 1.043 -0.0196 0.0483 -0.1288
H -9.720 -3.264 5.362 0.0209 0.0022 -0.0223
C 5.531 4.259 -4.361 0.0367 0.1921 -0.0822
H -11.474 -4.895 3.470 -0.0094 0.0132 0.0195
O -10.220 -2.390 3.561 -0.0491 -0.0178 0.0002
C 3.750 2.055 2.711 0.1640 0.0851 0.0290
H 3.314 2.667 3.503 -0.0275 0.0023 -0.0175
C 4.246 4.972 -2.507 -0.2037 0.2775 -0.2526
H 1.936 -9.767 -3.701 0.0179 0.0169 -0.0118
C -0.298 -0.527 1.892 0.0532 0.9233 -0.4463
C 2.445 0.377 -6.028 0.0330 -0.0056 0.1370
O 5.418 4.493 -2.024 0.0116 -0.0229 0.0270
H -0.434 -5.285 -0.891 -0.0812 -0.0745 0.0836
H 5.209 3.232 -4.515 0.0265 -0.0366 -0.0185
C -1.648 1.683 6.289 -0.1414 -0.0522 -0.0833
C 5.316 6.834 0.954 -0.4903 -0.0356 -0.0163
O -0.418 -3.716 1.518 0.2007 -0.1884 0.1367
H -0.309 -10.215 -3.066 -0.2497 0.0414 0.0203
C -3.982 -2.514 -0.274 0.5152 -0.0831 -0.2665
H 0.609 0.992 -7.039 0.0092 0.0266 0.0203
H -4.703 -1.760 -0.580 -0.1383 0.0230 -0.1838
H -1.987 -2.037 -1.042 0.2462 0.1487 -0.0697
H 1.258 -9.854 -5.325 -0.0097 0.0669 -0.0323
H 7.219 9.315 0.634 0.0679 -0.1129 0.1170
H -1.391 1.327 1.755 -0.3492 0.2147 -0.1148
C 6.224 8.932 0.850 0.0109 0.1515 -0.1066
H -0.495 -0.434 2.959 -0.1686 -0.3273 0.1401
H 3.558 7.951 0.509 -0.0536 -0.1030 -0.0157
C 4.326 5.126 -4.012 0.2833 -0.5086 0.0232
H 5.994 8.488 -1.244 0.0194 0.0194 0.0110
H 3.416 4.774 -4.486 -0.0993 0.2397 -0.0037
O 3.449 3.680 -6.802 0.0691 -0.0951 -0.0491
O -5.781 1.065 0.566 0.2011 -0.6744 0.2560
H 4.359 1.277 3.167 -0.1588 -0.1296 -0.0168
C 1.200 -9.326 -4.375 -0.0879 -0.1213 -0.0041
H -1.552 0.641 5.974 0.0086 0.0080 -0.0213
C -0.179 -9.361 -3.724 0.5519 -0.0230 -0.0472
H 6.974 3.467 -2.919 -0.0355 0.0111 0.1750
C 1.995 -3.786 -0.918 0.0767 -0.0853 -0.0953
C 3.407 3.302 0.726 0.3422 -0.5604 0.3520
H 1.025 -7.418 -5.422 -0.0248 0.0009 0.0141
H -9.694 -5.055 1.903 0.2260 0.0495 -0.0986
O 1.318 -3.193 0.204 0.0439 0.0006 0.0075
H 3.764 3.402 -0.289 -0.2156 0.1877 -0.0997
C -5.050 -0.674 3.789 0.1234 0.1033 0.5906
O 6.340 7.605 1.394 0.0659 -0.0090 -0.0596
C 2.932 2.605 -6.691 -0.1413 0.2035 0.1827
```
Forces are in eV/Å.

Calculated values
HOMO (eV): -7.15
SMILES: CCP(CC)C1=CC(=O)C=CC1=O.O=C1CCCO1.O=C1CCCO1.O=C1CCCO1.O=C1CCCO1.O=C1CCCO1.O=C1CCCO1.O=C1CCCO1.O=C1CCCO1
Gap between HOMO and LUMO (hartree): 0.2550
Molar mass (u): 884.9
Total energy (hartree): -3332.688924

> total energy of number 1 (C42H61N11O3)?

-2462.581001 hartree